1.
This record from the Open Molecules 2025 dataset describes C13H33CuFO8S5 as an isolated structure in a non-equilibrium geometry. The level of theory is ωB97M-V/def2-TZVPD.

Geometry as XYZ:
```
61
Properties=species:S:1:pos:R:3:forces:R:3
Cu -9.707107 1.561462 15.984881 -0.02 -0.14 0.29
C -9.514614 5.185250 16.412790 0.28 -2.62 -0.18
S -10.043157 4.551663 14.782721 -0.28 2.01 0.09
O -10.620036 3.193625 15.003270 -0.37 -0.88 0.14
C -11.529466 5.672851 14.663787 0.74 -0.73 -2.79
H -10.371184 5.168561 17.073264 -0.24 0.54 0.10
H -8.987309 6.103210 16.270418 0.16 0.64 0.15
H -8.845973 4.365501 16.801318 -0.26 0.92 -0.44
H -11.227512 6.706069 14.781477 0.11 0.11 0.16
H -12.160391 5.318564 15.428424 -0.94 -0.23 0.93
H -12.022042 5.555494 13.621323 0.89 0.03 1.80
C -10.423267 0.473280 12.765055 -0.03 0.16 0.33
S -10.960610 -0.677823 13.964458 1.00 -0.87 0.62
O -9.992835 -0.541963 15.121113 -0.18 0.46 0.31
C -12.456944 0.114674 14.325861 -0.40 0.00 0.88
H -11.058210 0.226965 11.929372 0.16 0.36 -0.70
H -9.397378 0.181399 12.638317 0.46 0.12 -0.68
H -10.497184 1.518241 13.099219 -0.09 -0.33 -0.05
H -12.974515 -0.460949 15.081834 -0.28 -0.18 0.05
H -12.949388 0.034419 13.372117 -0.72 0.39 -0.24
H -12.289741 1.113898 14.716231 -0.05 0.28 -0.25
C -11.664481 -3.771618 17.284062 -1.35 -0.67 0.06
S -10.236077 -3.775590 16.221929 -0.10 -0.79 -1.03
O -9.157621 -3.137642 16.989895 0.86 0.60 0.66
C -9.876288 -5.565686 16.272568 0.82 0.48 -0.18
H -12.585113 -4.139146 16.715697 1.29 0.19 0.80
H -11.885090 -2.728728 17.566802 0.31 -0.47 -0.12
H -11.420058 -4.397508 18.169737 -0.44 0.45 -0.45
H -9.574022 -5.844389 17.283305 -0.62 0.00 0.16
H -8.966665 -5.781067 15.683283 -0.55 0.45 -0.13
H -10.719711 -6.089768 15.846807 -0.20 -0.36 0.17
C -6.999169 1.306932 14.290137 0.63 -2.16 0.23
S -6.571848 1.194340 16.029347 -0.16 0.83 -0.19
O -7.726754 1.890983 16.730489 -0.55 0.03 0.00
C -6.859845 -0.526390 16.275491 0.73 -0.85 0.33
H -7.910767 0.744946 14.154680 -0.48 -0.21 0.15
H -6.229958 0.709750 13.748818 -0.33 1.05 -0.03
H -7.199265 2.308735 13.997685 0.52 0.87 -0.31
H -6.587063 -0.744491 17.329415 -0.38 0.15 -0.58
H -6.150101 -1.107103 15.650161 -0.52 0.30 0.19
H -7.905499 -0.757558 16.057362 0.16 -0.13 0.00
C -12.340335 0.383470 19.498407 -2.66 1.77 -0.46
S -11.688747 -0.089027 17.936798 -0.80 0.36 0.16
O -11.550876 1.241107 17.230347 0.47 -0.15 -0.36
C -10.092668 -0.513802 18.518943 0.77 0.09 -0.67
H -11.765046 1.172158 19.939634 0.79 0.20 0.24
H -12.506993 -0.427605 20.152403 0.06 -1.05 0.72
H -13.356335 0.885059 19.332010 1.23 -0.87 -0.05
H -9.646393 -0.981855 17.638245 0.52 0.23 0.17
H -10.074196 -1.270760 19.299643 -0.25 0.17 0.19
H -9.652737 0.458835 18.796617 0.20 -0.56 0.02
C -9.765941 0.038024 8.870140 1.48 -0.61 -0.39
C -8.480494 -0.354024 8.102149 0.12 -0.39 1.21
O -7.553656 -0.414553 9.199890 0.47 -0.86 -1.14
C -8.002834 0.268513 10.266800 1.60 0.12 -0.52
O -7.332850 0.567744 11.204991 -0.21 -0.23 0.33
O -9.240541 0.604183 10.060555 -2.04 1.30 0.50
F -8.072455 0.591632 7.257714 0.24 1.09 -0.57
H -10.195081 -0.896089 9.180628 -1.07 -0.27 -0.25
H -10.377262 0.772978 8.363093 -0.26 -0.23 -0.04
H -8.448294 -1.288625 7.522307 -0.28 0.08 0.70
```
Positions in Å, forces in eV/Å.

Values from the calculation:
E = -131921.217 eV
LUMO energy = -1.837 eV
charge = +1
HOMO-LUMO gap = 8.80 eV

---

2.
This record from the Open Molecules 2025 dataset describes C13H33CuN3O6 as an isolated structure in a non-equilibrium geometry. The level of theory is ωB97M-V/def2-TZVPD.

Geometry as XYZ:
```
56
Properties=species:S:1:pos:R:3:forces:R:3
Cu -20.081592 23.348157 -10.468304 0.27 -0.04 -0.01
C -15.407464 22.215514 -13.332984 -2.60 0.70 2.77
O -15.655129 22.756103 -14.384873 -3.57 3.16 -5.93
O -16.100418 22.116480 -12.343189 -2.30 -0.70 2.67
O -14.252521 21.960935 -13.475672 8.06 -3.04 0.70
C -16.640714 28.177346 -7.781707 -0.54 -0.60 -0.15
C -17.208352 26.775552 -8.166650 -0.34 0.90 0.96
C -17.285122 25.926204 -6.903115 0.60 -0.79 0.04
O -18.064061 24.733603 -7.082243 0.17 0.56 0.05
C -18.084802 23.860237 -5.974950 0.07 -0.66 0.33
N -18.536796 26.861498 -8.776840 0.32 0.81 -0.85
H -16.818157 28.949208 -8.530598 0.50 -0.41 -0.74
H -15.579856 28.007867 -7.597441 -0.01 0.70 0.31
H -17.196070 28.647599 -6.970202 0.31 -0.49 0.72
H -16.496175 26.395048 -8.898848 -0.28 -0.56 0.02
H -17.611017 26.508808 -6.041454 -0.64 0.18 -0.02
H -16.261652 25.658572 -6.640476 0.27 -0.30 0.04
H -18.142671 22.829882 -6.325815 0.25 0.01 -0.34
H -18.945069 23.928406 -5.309065 -0.38 0.75 -0.12
H -17.217894 23.926376 -5.317519 0.34 0.20 -0.22
H -18.310114 27.490295 -9.534020 -0.21 -0.27 -1.25
H -19.050535 27.568922 -8.271137 -0.60 -0.26 1.02
C -25.958158 21.147780 -8.472967 -0.67 -1.54 1.09
C -24.485082 21.074956 -8.758758 1.06 -1.06 0.51
C -24.017270 19.728529 -9.401128 0.28 0.51 0.64
O -22.602417 19.666533 -9.627998 -0.84 -0.25 -0.04
C -22.235428 18.359112 -10.094261 0.49 0.61 -0.05
N -24.120629 22.160880 -9.629951 0.71 -0.32 -1.20
H -26.310353 20.387580 -7.775720 0.54 0.00 0.90
H -26.631676 20.793126 -9.253159 0.19 1.15 -0.93
H -26.135737 22.118778 -8.010659 -0.61 -0.03 -0.45
H -23.927908 21.144110 -7.824469 0.01 0.12 0.18
H -24.531067 19.539311 -10.343619 -0.23 0.10 -0.25
H -24.266016 18.920729 -8.712892 -0.32 -0.10 0.14
H -21.890142 17.708807 -9.290535 -0.05 0.10 0.27
H -21.406348 18.524787 -10.782209 -0.03 -0.23 -0.04
H -23.038409 17.834254 -10.611802 -0.16 0.22 -0.13
H -24.669911 21.847806 -10.417602 0.18 0.99 -1.06
H -24.454040 23.077556 -9.367983 -0.30 -0.12 0.35
C -22.119179 25.156215 -17.024240 -0.82 2.27 -0.03
C -23.107961 24.834891 -15.877580 -0.20 -1.24 -2.99
C -24.519429 24.479255 -16.496321 0.38 -0.76 1.15
O -25.410814 24.026061 -15.448460 0.90 1.19 -0.10
C -26.727466 23.729628 -15.819781 0.72 -1.98 -1.54
N -22.514825 23.661280 -15.230232 -0.48 -0.16 1.24
H -21.221586 25.566177 -16.561233 0.26 -0.30 -0.03
H -22.544640 26.028829 -17.519851 0.09 0.22 -0.52
H -21.845090 24.456723 -17.813973 -0.36 -0.55 0.50
H -23.254569 25.784857 -15.363600 0.36 -0.49 1.02
H -24.349975 23.687258 -17.225789 -0.07 -0.52 -0.06
H -24.965213 25.281019 -17.085017 0.06 0.51 0.31
H -26.686281 22.908676 -16.535638 0.23 -0.62 -0.44
H -27.254510 24.429198 -16.468564 -0.27 0.96 0.99
H -27.218954 23.200573 -15.003293 -0.35 1.10 0.31
H -22.710855 22.854468 -15.805321 -0.66 -0.22 -0.01
H -21.509079 23.676258 -15.321565 0.26 0.58 0.25
```
Positions in Å, forces in eV/Å.

Values from the calculation:
E = -75400.668 eV
LUMO energy (spin up / spin down) = -3.623 / -3.593 eV
charge = 0
HOMO-LUMO gap (spin up / spin down) = 2.99 / 3.79 eV
spin multiplicity = 2
<S²> = 0.762
ΔE to the lowest compared entry with this formula, charge and spin = 9.769 eV

---

Q: Which of these has the highest charge?
A: C13H33CuFO8S5